No. 1
C6H9NS | ωB97M-V with the def2-TZVPD basis set

Each line ends with the Mulliken charge.
Positions of all 17 atoms, in Å:
C: 1.438 0.517 -0.484  -0.206
C: 0.536 -0.592 -0.965  0.053
C: -0.913 0.105 -1.122  -0.667
C: -1.499 0.508 0.275  -0.684
C: 0.931 0.299 0.949  -0.143
C: 0.653 -1.187 0.399  -0.762
H: 0.808 -1.078 -1.948  0.379
H: -1.540 -0.587 -1.624  0.407
H: -0.661 0.944 -1.815  0.336
H: -2.232 1.274 0.186  0.413
H: -1.964 -0.386 0.762  0.281
H: -0.666 0.701 2.225  0.288
H: 1.628 0.489 1.721  0.536
H: 1.532 -1.765 0.654  0.311
H: -0.274 -1.704 0.728  0.259
N: -0.389 1.064 1.207  -0.503
S: 2.614 1.397 -1.147  -0.298

Its LUMO energy is 0.1039 eV. Its HOMO-LUMO gap is 8.5 eV.

No. 2
C6H9NS | ωB97M-V with the def2-TZVPD basis set

Each line ends with the Mulliken charge.
Positions of all 17 atoms, in Å:
C: 1.159 -0.810 -0.622  -0.472
C: 0.466 -0.772 0.677  -0.393
C: -1.034 -0.984 0.793  -0.146
C: -1.828 0.947 -0.754  -0.372
C: -1.052 1.397 0.274  -0.705
C: -0.496 0.343 1.165  -0.176
H: 1.642 1.137 -0.705  0.210
H: 2.804 0.225 -1.449  0.244
H: 0.481 -0.754 -1.487  0.222
H: 1.665 -1.756 -0.819  0.425
H: 1.076 -1.190 1.468  0.426
H: -1.234 -1.850 1.423  0.381
H: -2.414 1.614 -1.383  0.427
H: -0.827 2.414 0.495  0.433
H: -0.447 0.628 2.207  0.404
N: 2.112 0.280 -0.624  -0.676
S: -2.075 -0.868 -0.659  -0.232

Its LUMO energy is 0.8975 eV. Its HOMO-LUMO gap is 8.8 eV.

No. 3
C6H9NSSn | ωB97M-V with the def2-TZVPD basis set

Each line ends with the Mulliken charge.
Positions of all 18 atoms, in Å:
Sn: 0.019 -0.150 -2.210  1.095
C: 0.355 0.138 -4.382  -0.933
H: 1.374 0.298 -4.723  0.374
H: -0.255 -0.628 -4.892  0.382
H: -0.193 1.064 -4.488  0.392
H: -2.186 -0.066 -1.074  0.187
H: -1.852 -0.297 -0.456  -0.036
S: 1.326 1.127 -0.625  -0.180
C: 0.774 0.301 0.788  0.856
C: 0.788 1.117 1.944  -0.440
C: 0.387 0.506 3.118  -0.381
C: -0.242 -0.747 3.030  -0.364
C: -0.400 -1.390 1.798  -0.233
N: 0.165 -0.890 0.666  -0.376
H: 1.105 2.157 1.856  0.393
H: 0.535 0.973 4.086  0.453
H: -0.639 -1.255 3.905  0.401
H: -1.062 -2.259 1.660  0.409

Its LUMO energy (spin up / spin down) is -12.3314 / -12.0232 eV. Its HOMO-LUMO gap (spin up / spin down) is 4.5 / 5.0 eV. As for the net charge: +2.

One value per record, in order, for electronic energy: -686.8806, -686.8960, -900.4595 Ha.
One value per record, in order, for energy relative to the best compared isomer or geometry (same formula, charge and spin): 51.6, 42.0, 32.4 kcal/mol.